Entry 1:
Here is a molecular structure, C31H52N6O3S4SbScSi3 from OMol25. Energies are from the ωB97M-V functional and the def2-TZVPD basis.

Output
* energy above the lowest of the compared OMol25 structures with the same formula, charge and spin: 70.05 kcal/mol
* DFT total energy: -5229.1533 Eh
* HOMO: -6.717 eV

```
! RIJCOSX wB97M-V def2-TZVPD def2/J DEFGRID3
* xyz 0 1
Sc -1.5204 -0.3773 1.0718
N -0.5235 -1.8578 4.1678
C 0.0535 -0.5707 4.4903
C 0.4309 -0.3342 5.9663
C 1.4698 -1.2828 6.5833
C 2.9371 -0.8232 6.4697
N 3.3987 -0.3125 5.1801
C 3.5349 -1.0413 4.0773
N 3.4075 -2.3587 4.1344
N 3.8483 -0.4601 2.9163
C -0.8913 0.5554 4.0238
O -1.0712 1.5164 4.7371
O -1.4383 0.4290 2.8367
H -1.3654 -2.0576 4.6936
H 0.1150 -2.6361 4.2402
H 0.9197 -0.4519 3.8340
H -0.5051 -0.4102 6.5231
H 0.7689 0.6977 6.0952
H 1.3249 -2.2932 6.1917
H 1.2998 -1.3609 7.6591
H 3.6187 -1.6155 6.7886
H 3.0865 0.0070 7.1578
H 3.3902 0.6865 5.0580
H 3.1115 -2.8080 4.9829
H 3.3365 -2.8871 3.2739
H 3.7917 0.5434 2.8392
H 3.6270 -0.9672 2.0657
C 0.5443 3.2250 -2.3066
Sb 0.5494 1.4290 -1.1295
C -1.3412 1.5477 -0.0381
C -2.5956 1.8102 -0.7978
C -3.7405 1.0394 -0.5258
C -4.9360 1.2906 -1.1661
C -4.9918 2.3376 -2.0746
C -3.8327 3.0628 -2.2828
N -2.6720 2.8163 -1.6799
Si -1.0893 2.9784 1.1884
C 0.5321 2.7072 2.1360
C -0.9505 4.7018 0.4249
C -2.6142 3.0977 2.2908
C 0.5379 -0.0230 -2.8570
C -0.2637 -1.2462 -2.4832
C 0.1558 -2.5380 -2.8152
C -0.6794 -3.6185 -2.6059
C -1.9523 -3.3973 -2.1086
C -2.2928 -2.0967 -1.7865
N -1.4670 -1.0538 -1.9120
Si 2.4086 -0.3346 -3.0699
C 3.0854 -1.3342 -1.6195
C 2.9197 -1.2406 -4.6442
C 3.3872 1.2718 -3.1118
Si -0.2552 0.4990 -4.5245
C 0.7862 1.7320 -5.4890
C -0.4466 -1.0352 -5.5980
C -1.9779 1.1925 -4.3625
H 0.5601 4.0748 -1.6306
H -0.3472 3.2840 -2.9231
H 1.4479 3.2357 -2.9116
H -3.7220 0.2320 0.2087
H -5.8108 0.6881 -0.9555
H -5.9025 2.5834 -2.6024
H -3.8313 3.8930 -2.9831
H 1.3430 3.2771 1.6759
H 0.8313 1.6546 2.1438
H 0.4225 3.0323 3.1725
H 0.0824 4.9941 0.2255
H -1.3714 5.4332 1.1193
H -1.5095 4.7593 -0.5099
H -3.2588 2.2220 2.2125
H -3.2028 3.9776 2.0225
H -2.3184 3.1787 3.3386
H 1.1320 -2.6925 -3.2507
H -0.3480 -4.6214 -2.8459
H -2.6546 -4.2039 -1.9488
H -3.2754 -1.8776 -1.3893
H 2.3050 -1.9329 -1.1468
H 3.5037 -0.6508 -0.8764
H 3.8822 -2.0058 -1.9473
H 2.6356 -2.2939 -4.6548
H 4.0111 -1.1975 -4.7020
H 2.5252 -0.7812 -5.5503
H 3.2802 1.8531 -2.1947
H 3.1227 1.9093 -3.9558
H 4.4446 1.0115 -3.2137
H 1.7265 1.3039 -5.8408
H 1.0113 2.6325 -4.9209
H 0.2157 2.0358 -6.3711
H 0.4628 -1.6260 -5.7032
H -0.7602 -0.7195 -6.5971
H -1.2254 -1.6892 -5.1991
H -1.9706 2.2297 -4.0362
H -2.5681 0.6225 -3.6433
H -2.4745 1.1426 -5.3356
O -0.8830 -7.3093 1.6476
C -1.0100 -6.1232 1.5186
S 0.3311 -5.0292 1.0967
C -0.5929 -3.5349 1.1120
C -1.9103 -3.6252 1.3597
S -3.1122 -2.3573 1.4398
S -2.5354 -5.2475 1.6467
S 0.3547 -2.0918 0.7905
*
```

These are the Mulliken partial charges, in e, on atoms 1 to 2:
1 Sc 0.084
2 N -0.205

***

Entry 2:
Here is a molecular structure, C6H6Cl2 from OMol25. Energies are from the ωB97M-V functional and the def2-TZVPD basis.

Output
* energy above the lowest of the compared OMol25 structures with the same formula, charge and spin: 31.93 kcal/mol
* DFT total energy: -1152.5412 Eh
* HOMO: -9.640 eV

```
! RIJCOSX wB97M-V def2-TZVPD def2/J DEFGRID3
* xyz 0 1
C 0.7122 -0.0424 0.9945
C 0.6404 -0.7689 -0.3762
C 0.5971 0.6692 -0.9739
C -0.2788 0.8444 0.2817
C -1.4785 -0.0474 -0.0228
C -0.8488 -1.1646 -0.4889
H 1.6664 0.5328 1.1281
H 1.3704 -1.4951 -0.6214
H 0.1025 0.7133 -1.9232
H 1.5155 1.1715 -0.9567
H -2.5328 0.0911 0.2231
H -1.1575 -2.1211 -0.7921
Cl 0.2947 -0.8107 2.5211
Cl -0.6028 2.4279 1.0068
*
```

These are the natural (NBO) partial charges, in e, on atoms 1 to 2:
1 C -0.200
2 C -0.266

***

Entry 3:
Here is a molecular structure, C24H44Cl2N3O6PrSi from OMol25. Energies are from the ωB97M-V functional and the def2-TZVPD basis.

Output
* expectation value of S²: 2.002
* energy above the lowest of the compared OMol25 structures with the same formula, charge and spin: 27.07 kcal/mol
* DFT total energy: -3283.7299 Eh
* HOMO (spin up / spin down): -7.622 / -7.623 eV

```
! RIJCOSX wB97M-V def2-TZVPD def2/J DEFGRID3
* xyz 0 3
C -1.3877 -0.5819 -3.0994
C -0.9577 -1.9168 -2.6227
H -1.1209 -0.4158 -4.1511
H -0.9514 0.2296 -2.4859
H -2.4857 -0.4918 -3.0053
C -0.4946 -2.9313 -3.3370
C -0.3526 -2.9633 -4.8187
H -0.2203 -3.8657 -2.8339
H -0.5922 -2.0062 -5.3075
H -1.0070 -3.7352 -5.2608
H 0.6753 -3.2415 -5.1096
Pr -0.0054 0.1035 0.8879
Cl -0.1901 2.1177 -0.7009
C -0.2614 -2.4425 2.5436
O 0.6854 -1.6471 2.3021
N 0.0332 -3.4633 3.3403
C 1.3928 -3.6318 3.8302
C -0.9598 -4.4310 3.6439
H -1.2979 -2.3615 2.1631
H 2.0070 -2.7716 3.5560
H 1.8167 -4.5566 3.4032
H 1.3551 -3.7443 4.9243
H -1.9054 -4.1611 3.1502
H -1.1108 -4.4738 4.7328
H -0.6386 -5.4183 3.2810
H 0.9061 2.9317 5.5261
H -1.2021 4.2939 4.8123
C 1.2453 3.0151 4.4831
C -0.7725 4.3133 3.8021
N 0.0842 3.1935 3.6209
H 1.8000 2.1239 4.1908
C -0.1741 2.3264 2.6759
O 0.6622 1.3711 2.6430
H -1.5807 4.2796 3.0616
H -1.0426 2.4856 2.0142
H 1.8824 3.9079 4.4019
H -0.1994 5.2408 3.6752
H 1.5569 -0.3134 -2.9466
H 2.4839 -2.6527 -2.6775
C 2.3775 0.0853 -2.3203
C 3.3265 -2.1909 -2.1327
N 2.8892 -0.9841 -1.4744
H 1.9942 0.9050 -1.7059
C 2.7815 -0.9593 -0.1462
O 2.4051 0.0393 0.4783
H 3.7049 -2.9042 -1.3807
H 3.1010 -1.8703 0.3762
H 3.1909 0.4342 -2.9776
H 4.1302 -1.9536 -2.8443
O 0.1160 -1.4891 -0.8024
C -1.0416 -2.0594 -1.1212
C 0.2265 -4.0512 -0.1850
C -0.9820 -3.4535 -0.5343
H 1.1494 -3.4729 -0.2633
C 0.2286 -5.3691 0.2646
H -1.9439 -1.5505 -0.7546
C -2.1807 -4.1392 -0.4085
H 1.1769 -5.8418 0.5227
C -0.9676 -6.0766 0.3778
C -2.1737 -5.4493 0.0444
H -3.1116 -3.6385 -0.6791
H -0.9636 -7.1087 0.7281
H -3.1134 -5.9909 0.1396
Si -0.2939 6.6675 -2.6233
Cl -0.5795 5.9687 -4.5451
C 1.5295 6.5162 -2.2305
C -1.3282 5.6185 -1.4792
C -0.8433 8.4611 -2.5843
H 1.8573 5.4656 -2.2979
H 1.7454 6.8752 -1.2104
H 2.1370 7.1077 -2.9354
H -0.2570 9.0709 -3.2919
H -0.7151 8.8924 -1.5772
H -1.9070 8.5531 -2.8601
H -1.0259 4.5573 -1.5312
H -2.3979 5.6829 -1.7429
H -1.2186 5.9481 -0.4307
O -3.8981 -0.0024 2.7535
C -2.6862 -0.0017 2.4767
O -2.1931 -0.0184 1.2807
H -1.9211 0.0112 3.3189
*
```

These are the Mulliken partial charges, in e, on atoms 1 to 2:
1 C -1.376
2 C 0.508

***

Entry 4:
Here is a molecular structure, C24H25N6O9PtSSi from OMol25. Energies are from the ωB97M-V functional and the def2-TZVPD basis.

Output
* expectation value of S²: 6.051
* energy above the lowest of the compared OMol25 structures with the same formula, charge and spin: 32.47 kcal/mol
* DFT total energy: -2742.1294 Eh
* HOMO (spin up / spin down): -2.361 / -6.161 eV

```
! RIJCOSX wB97M-V def2-TZVPD def2/J DEFGRID3
* xyz -1 5
Pt -0.3130 -0.1802 -0.0700
N -1.2519 -2.3916 -0.2015
C -1.7742 -2.7493 1.1194
C -0.9899 -2.1113 2.2601
O -1.0656 -2.5453 3.3858
N -0.2061 -1.0373 1.8770
C 0.6422 -0.4057 2.7471
C 0.3504 1.2564 2.6137
O 0.3762 1.7901 3.6987
O 0.2020 1.6126 1.4280
H -1.9359 -2.4968 -0.9377
H -0.3937 -2.8704 -0.4666
H -1.7720 -3.8229 1.2976
H -2.7986 -2.3878 1.2128
H 1.6792 -0.3986 2.3941
H 0.5454 -0.7156 3.7796
O 1.1839 -2.2061 -1.4667
C 1.9931 -1.8080 -0.6106
O 1.8214 -0.7337 0.0983
C 3.2404 -2.5885 -0.3462
C 3.3283 -3.8719 -0.8632
C 4.5001 -4.6380 -0.6025
C 5.5441 -4.1048 0.1463
C 5.4315 -2.8224 0.6362
C 4.2712 -2.0387 0.4104
N 6.5297 -2.2711 1.3819
O 7.5140 -2.9752 1.6217
O 6.4398 -1.1010 1.7534
N 4.6171 -5.9418 -1.1127
O 3.6490 -6.4062 -1.7623
O 5.6750 -6.5895 -0.9049
H 2.5315 -4.2894 -1.4532
H 6.4306 -4.6859 0.3364
H 4.1944 -1.0431 0.8188
C -0.2703 -0.2890 -3.4957
Si 0.4246 0.7936 -2.1356
C 2.2741 0.9728 -2.2874
C -0.2139 2.5412 -2.3902
C -1.2645 2.8145 -3.2699
C -1.6577 4.1233 -3.5313
C -0.9994 5.1817 -2.9163
C 0.0274 4.9248 -2.0138
C 0.4097 3.6173 -1.7494
H -0.0185 0.1578 -4.4669
H -1.3565 -0.3910 -3.4269
H 0.1784 -1.2815 -3.4321
H 2.5088 1.7059 -3.0636
H 2.7346 0.0157 -2.5470
H 2.7130 1.3075 -1.3433
H -1.7841 1.9938 -3.7599
H -2.4683 4.3156 -4.2263
H -1.2936 6.2034 -3.1290
H 0.5200 5.7473 -1.5091
H 1.1977 3.4261 -1.0261
C -5.9786 3.7075 -1.5817
C -4.6599 3.3826 -0.9395
C -3.8709 4.3605 -0.3472
C -2.6727 3.9506 0.2075
N -2.2538 2.6916 0.1493
C -3.0688 1.8307 -0.4447
S -2.6043 0.1362 -0.5233
N -4.2636 2.1097 -0.9738
H -6.4446 4.5726 -1.1105
H -6.6408 2.8464 -1.5190
H -5.8143 3.9320 -2.6395
H -4.1835 5.3966 -0.3322
H -2.0123 4.6473 0.7129
*
```

These are the natural (NBO) partial charges, in e, on atoms 1 to 2:
1 Pt 1.043
2 N -0.811

***

Entry 5:
Here is C10H8ClNO2S in the gas phase from OMol25. Energies are from the ωB97M-V functional and the def2-TZVPD basis.

Output
* SMILES: CN1Sc2ccccc2C(O)=C1C(=O)Cl
* energy above the lowest of the compared OMol25 structures with the same formula, charge and spin: 0.00 kcal/mol
* DFT total energy: -1449.3967 Eh
* HOMO (spin up / spin down): -7.761 / -7.762 eV

```
! RIJCOSX wB97M-V def2-TZVPD def2/J DEFGRID3
* xyz 0 1
C 2.7352 1.8268 -0.2118
C 3.3933 0.5947 -0.4462
C 1.3643 1.9325 -0.0760
C 2.5773 -0.5048 -0.6792
C 0.4936 0.8229 -0.3430
C 1.1479 -0.3771 -0.5896
C -0.9108 0.9759 -0.2338
C -1.7656 -0.3064 0.0568
C -3.1637 -0.4130 0.1646
C -1.2113 -2.4060 1.1228
N -1.0118 -1.4249 0.1460
O -3.7921 -1.4557 0.3063
O -1.4277 2.1643 -0.3723
S 0.1296 -1.7192 -1.0431
Cl -4.0689 1.2358 0.2335
H 3.2394 2.7889 -0.2590
H 4.4401 0.4463 -0.8152
H 0.8360 2.8429 0.3384
H 3.0517 -1.3631 -1.1445
H -1.1434 -3.4326 0.8026
H -0.3526 -2.3114 1.7703
H -2.1674 -2.0923 1.5928
H -2.3933 2.1755 -0.3203
*
```

These are the natural (NBO) partial charges, in e, on atoms 1 to 2:
1 C -0.236
2 C -0.171

***

Entry 6:
Here is 8 unconnected molecules or ions with the total composition C14H45NO11 from OMol25. Energies are from the ωB97M-V functional and the def2-TZVPD basis.

Output
* SMILES: COC[C@H](C)N.OCCO.OCCO.OCCO.CO.CO.CO.CO
* energy above the lowest of the compared OMol25 structures with the same formula, charge and spin: 0.00 kcal/mol
* DFT total energy: -1442.6725 Eh
* HOMO: -8.910 eV

```
! RIJCOSX wB97M-V def2-TZVPD def2/J DEFGRID3
* xyz 0 1
C 4.4089 0.5437 -3.3938
O 5.5868 0.0552 -2.7962
H 4.5184 0.8544 -4.4382
H 3.6766 -0.2671 -3.4312
H 3.9780 1.3615 -2.8101
H 6.3363 0.5456 -3.1419
C 0.3576 -1.9671 -3.6203
O -0.7994 -2.0851 -2.8205
H 1.2503 -1.7364 -3.0286
H 0.5501 -2.8724 -4.2082
H 0.2054 -1.1425 -4.3202
H -0.5699 -2.5827 -2.0219
C -3.4418 -2.1793 -0.2458
O -3.3232 -3.6050 -0.2631
H -3.5955 -1.7813 -1.2524
H -4.2504 -1.8388 0.4043
H -2.5092 -1.7661 0.1382
H -4.1984 -3.9899 -0.3402
C -0.1886 0.5374 -1.2593
O 1.1775 0.0888 -1.1102
H -0.3145 1.5312 -0.8195
H -0.4713 0.6163 -2.3116
H -0.8536 -0.1691 -0.7702
H 1.7021 0.8933 -1.2352
C -1.1732 -1.3650 5.2769
C -0.8194 -1.6980 3.8525
C -1.0919 -0.5361 2.9040
O -2.4512 -0.1243 3.0098
C -2.7690 0.9520 2.1660
N 0.6019 -2.0913 3.7731
H -2.2415 -1.1727 5.3888
H -0.6933 -0.4239 5.5689
H -0.8548 -2.1716 5.9322
H -1.4029 -2.5474 3.4804
H -0.8609 -0.8497 1.8742
H -0.4252 0.3054 3.1498
H -3.6270 1.4716 2.5937
H -3.0217 0.6111 1.1538
H -1.9467 1.6743 2.0806
H 1.1561 -1.3375 4.1756
H 0.8623 -2.0849 2.7903
C -2.2344 3.7001 -2.6699
C -1.3943 4.6162 -1.8337
O -2.1468 5.7803 -1.5300
O -3.1976 3.0437 -1.8640
H -1.5972 2.9453 -3.1516
H -2.6856 4.2743 -3.4877
H -0.4917 4.8757 -2.4044
H -1.0690 4.1001 -0.9221
H -1.6529 6.3027 -0.8924
H -3.9738 2.8464 -2.3930
C 1.7024 -3.2651 0.6491
C 0.4198 -4.0510 0.6249
O -0.4003 -3.5397 -0.4340
O 1.4424 -1.8942 0.8165
H 2.2798 -3.4377 -0.2705
H 2.3320 -3.6200 1.4662
H -0.0768 -3.9124 1.5912
H 0.6097 -5.1208 0.4918
H -1.3135 -3.5723 -0.1278
H 0.9922 -1.5619 0.0296
C 1.8727 2.3246 1.3626
C 2.9346 2.8135 0.4036
O 2.4577 2.6876 -0.9606
O 1.9869 0.9617 1.6829
H 0.8985 2.5609 0.9115
H 1.9734 2.8618 2.3047
H 3.8541 2.2309 0.5088
H 3.1844 3.8616 0.6038
H 3.1155 3.1164 -1.5159
H 1.7043 0.4150 0.9363
*
```

These are the Mulliken partial charges, in e, on atoms 1 to 2:
1 C -0.076
2 O -0.523